--- A ---
The following is a quantum chemistry calculation of a molecular structure, C3H6ClN3, from the Open Molecules 2025 dataset.

Last column: natural (NBO) charge in e.
Element x y z (Å)
Cl 2.119 2.471 -0.807  0.03
H 0.604 -0.231 -0.609  0.38
H 1.174 -0.833 0.903  0.33
N 0.762 -1.215 0.101  -0.69
C -1.457 -0.736 0.173  0.32
H 0.334 1.868 1.440  0.24
C 0.783 1.465 -0.821  -0.47
H -2.639 -0.920 0.047  0.20
H 0.540 1.022 -1.900  0.24
N -1.076 0.441 0.245  -0.53
H -0.654 -2.723 0.382  0.39
C 0.038 1.132 0.328  0.02
N -0.528 -1.742 0.517  -0.47

As for the LUMO energy: 0.0317 Eh. The calculation puts the orbital gap at 8.762 eV. The multiplicity is 1. The HOMO energy is -7.90 eV.



--- B ---
The following is a quantum chemistry calculation of 2 unconnected molecules or ions with the total composition C3H6ClN3, from the Open Molecules 2025 dataset.

Last column: natural (NBO) charge in e.
Element x y z (Å)
Cl -3.059 -0.328 -0.224  0.19
H 0.874 2.272 -0.223  0.21
C 1.631 0.256 0.324  -0.27
H 1.667 -1.794 -0.599  0.22
C 0.965 -1.074 0.133  -0.29
H 0.698 -1.560 1.163  0.23
C 0.791 1.155 -0.287  -0.07
N -0.371 0.682 -0.846  -0.22
N -0.252 -0.626 -0.658  -0.39
H 2.491 0.404 0.969  0.23
N -2.563 1.076 0.427  -0.54
H -1.203 -1.066 -0.533  0.38
H -2.745 1.857 -0.127  0.32

As for the LUMO energy (alpha / beta): -0.0234 / 0.0055 Eh. The calculation puts the orbital gap (alpha / beta) at 6.481 / 9.568 eV. The multiplicity is 1. The HOMO energy (alpha / beta) is -7.12 / -9.42 eV.



--- C ---
The following is a quantum chemistry calculation of 2 unconnected molecules or ions with the total composition C3H6ClN3, from the Open Molecules 2025 dataset.

Last column: natural (NBO) charge in e.
Element x y z (Å)
N -1.571 -0.102 -0.267  -0.54
C 0.042 -1.249 0.324  0.01
H -2.821 2.016 -0.388  0.34
N 0.222 1.363 -0.352  -0.81
H 0.402 2.324 -0.384  0.41
H 0.123 -0.887 1.314  0.22
C -1.111 1.215 -0.382  0.53
H 1.369 -2.745 -0.356  0.23
H 0.029 -2.331 -1.496  0.24
N -1.821 2.240 -0.581  -0.76
Cl -2.812 -0.716 0.625  0.17
C 0.399 -2.129 -0.561  -0.42
H 0.843 0.699 -0.014  0.39

As for the LUMO energy (alpha / beta): 0.0091 / 0.0091 Eh. The calculation puts the orbital gap (alpha / beta) at 8.840 / 8.841 eV. The multiplicity is 1. The HOMO energy (alpha / beta) is -8.59 / -8.59 eV.



--- D ---
The following is a quantum chemistry calculation of C3H6ClN3 in the gas phase, from the Open Molecules 2025 dataset.

Last column: natural (NBO) charge in e.
Element x y z (Å)
C -1.572 -1.581 -0.937  -0.31
N 0.641 -0.581 -1.152  -0.50
H -1.165 0.548 -1.554  0.22
H 2.356 0.166 -0.245  0.19
C 1.234 0.112 -0.227  0.30
H 1.098 2.410 1.514  0.35
C -0.746 -0.464 -1.071  -0.11
Cl -3.102 -1.644 -1.702  -0.02
N 0.597 0.813 0.775  -0.47
H -1.327 -2.795 -0.832  0.24
H 0.982 1.241 2.686  0.36
N 1.303 1.397 1.758  -0.64
H -0.300 0.379 0.988  0.38

As for the SMILES: NN/C=N\C=C\Cl. As for the LUMO energy: 0.0297 Eh. The calculation puts the orbital gap at 9.136 eV. The multiplicity is 1. The HOMO energy is -8.33 eV.



Short version: B is the least stable of them.



--- A ---
The following is a quantum chemistry calculation of a molecular structure, C22H13IN6ReS2, from the Open Molecules 2025 dataset.

Last column: natural (NBO) charge in e.
Element x y z (Å)
C 1.598 1.447 -2.620  -0.34
H 0.773 1.126 6.394  0.22
H 4.267 0.160 2.958  0.25
C -1.239 -4.013 -0.485  -0.16
C -0.222 3.183 3.896  -0.20
Re -0.004 0.281 -0.072  0.40
C -0.206 0.901 3.172  0.17
C 0.431 1.438 5.416  -0.19
C -0.836 -2.141 1.461  0.07
C 0.208 2.784 5.152  -0.20
C 3.560 -2.239 0.675  -0.21
C -1.230 -3.424 1.836  -0.17
H -1.380 -3.652 2.883  0.23
C 3.753 -0.386 2.181  -0.20
N 2.664 1.430 -4.966  -0.27
N 6.444 -2.581 2.630  -0.24
N -0.690 -1.203 2.493  -0.10
H 3.920 -3.167 0.256  0.25
C 2.199 1.449 -3.914  0.25
C -0.624 -1.746 0.130  -0.30
C 2.579 0.108 1.653  0.08
H -0.402 4.229 3.687  0.23
C 2.657 3.550 -2.000  0.24
C 1.803 2.437 -1.707  -0.25
H -1.406 -4.750 -1.262  0.22
C -0.843 -2.727 -0.837  -0.24
C -1.429 -4.370 0.847  -0.24
N 1.893 -0.534 0.696  -0.45
S 1.068 2.403 -0.152  0.07
H -0.713 -2.490 -1.888  0.22
C 2.384 -1.684 0.214  0.09
H 1.804 -2.165 -0.559  0.24
S 0.548 0.120 -2.223  0.28
H -1.739 -5.374 1.104  0.22
C 0.222 0.489 4.430  -0.24
H 0.392 -0.562 4.618  0.24
C 5.473 -2.137 2.208  0.25
C 4.252 -1.584 1.684  -0.08
H -0.774 2.542 1.918  0.24
H 2.170 1.047 1.995  0.24
I -2.551 0.977 -0.151  -0.10
N -0.389 -0.053 2.113  -0.24
N 3.341 4.450 -2.207  -0.26
C -0.424 2.243 2.896  -0.23
H 0.374 3.521 5.926  0.22

Its expectation value of S² is 0.793. As for the LUMO energy (alpha / beta): -0.0905 / -0.0820 Eh. The calculation puts the orbital gap (alpha / beta) at 5.872 / 6.269 eV. The multiplicity is 2. The HOMO energy (alpha / beta) is -8.34 / -8.50 eV.



--- B ---
The following is a quantum chemistry calculation of a molecular structure, C22H13IN6ReS2, from the Open Molecules 2025 dataset.

Last column: natural (NBO) charge in e.
Element x y z (Å)
H -1.181 -1.710 -5.727  0.22
N 0.614 4.555 4.680  -0.25
C -0.574 2.760 3.292  -0.20
S -1.883 3.312 2.380  -0.14
H -0.902 0.283 -1.968  0.21
H -1.728 0.205 -4.265  0.22
C -0.803 -1.674 -4.716  -0.19
H 1.125 -3.425 -2.564  0.24
S -0.925 0.108 2.578  0.15
C 2.599 -3.834 1.116  -0.16
H 0.385 2.981 -0.695  0.23
H 0.306 -3.505 -4.881  0.22
C -0.663 2.717 -0.701  0.08
I 2.709 1.227 -0.294  -0.14
N 1.246 -2.660 -0.458  -0.10
H -2.539 0.298 0.407  0.23
Re 0.586 0.002 0.726  0.89
C -2.287 1.224 -0.095  0.09
C 3.090 -2.742 3.192  -0.14
C 1.733 -1.555 1.575  -0.25
C -1.584 3.562 -1.291  -0.20
N -0.992 1.553 -0.142  -0.53
C -3.283 1.994 -0.659  -0.19
H -1.267 4.490 -1.739  0.25
C 0.134 -1.594 -2.085  0.17
C 0.947 1.150 4.217  0.26
H 2.343 -0.774 3.482  0.25
C -1.119 -0.606 -3.891  -0.19
N -4.673 4.569 -2.557  -0.24
C -0.111 1.450 3.345  -0.48
N 0.610 -1.605 -0.757  -0.25
C 0.104 3.734 4.064  0.23
C -2.925 3.181 -1.300  -0.09
H 3.820 -4.683 2.644  0.22
N 1.790 0.860 4.943  -0.33
C 1.848 -2.707 0.744  0.07
H 2.666 -4.664 0.430  0.23
H -4.314 1.681 -0.604  0.25
C 0.017 -2.686 -4.238  -0.20
C 0.482 -2.649 -2.942  -0.21
C 3.219 -3.841 2.342  -0.22
C -3.897 3.961 -1.976  0.25
C -0.654 -0.562 -2.589  -0.24
C 2.376 -1.619 2.807  -0.23
H 3.553 -2.765 4.167  0.23

Its expectation value of S² is 0.781. As for the LUMO energy (alpha / beta): -0.1079 / -0.1118 Eh. The calculation puts the orbital gap (alpha / beta) at 5.118 / 4.959 eV. The multiplicity is 2. The HOMO energy (alpha / beta) is -8.05 / -8.00 eV.



Short version: B is the least stable of them.